DFT (ωB97M-V/def2-TZVPD) results for the molecule CH5N3O2 in a non-equilibrium geometry.

Values from the calculation:
- E_HOMO (eV) = -9.00
- ΔE to the lowest compared entry with this formula, charge and spin (kJ/mol) = 253.77
- frontier orbital gap (eV) = 9.738
- SMILES = N=C(NO)NO

Each line ends with the Löwdin charge.
Geometry (Å):
C -0.1349 0.3673 0.0311  -0.47
H -2.4840 -0.0161 0.0794  0.13
H -0.2959 -1.5956 -0.4042  0.13
H -0.4559 2.2892 0.0671  0.03
H 1.7823 1.0009 -0.5432  0.14
H 2.1800 -1.0281 0.8081  0.12
N -0.7538 -0.8915 0.1694  -0.04
N -0.9060 1.4025 -0.0321  0.11
N 1.2707 0.3676 0.0592  -0.01
O -2.1250 -0.9864 -0.0971  -0.08
O 1.9224 -0.9098 -0.1377  -0.06



DFT (ωB97M-V/def2-TZVPD) results for a structure of composition C40H36ClN3OsSi2 in a non-equilibrium geometry.

Values from the calculation:
- E_HOMO (alpha / beta) (eV) = -11.36 / -12.82
- ΔE to the lowest compared entry with this formula, charge and spin (kJ/mol) = 126.27
- spin multiplicity = 5
- charge = +2
- frontier orbital gap (alpha / beta) (eV) = 3.833 / 4.344

Each line ends with the Löwdin charge.
Geometry (Å):
C -1.2528 -1.9396 3.6815  -0.19
C -0.2666 -2.5314 2.8521  -0.20
C 0.7733 -1.5920 2.6479  -0.21
H -0.2963 -3.5241 2.4262  0.13
C 0.4341 -0.4104 3.3530  -0.21
C -0.8082 -0.6290 3.9972  -0.20
H -1.2977 0.0810 4.6461  0.13
H -2.1700 -2.4059 4.0201  0.15
H 1.6510 -1.7358 2.0364  0.12
H 1.0174 0.5003 3.3628  0.12
Os -0.9967 -0.8505 2.0043  1.53
Si -0.3314 1.0932 -1.3832  0.32
C -0.3913 -0.8628 -1.4773  -0.34
C -1.3304 -1.2869 -2.4251  -0.11
H -2.1882 -0.6479 -2.6386  0.11
C -1.1480 -2.4875 -3.1088  -0.05
H -1.7904 -2.7320 -3.9555  0.12
C -0.1500 -3.3836 -2.7218  -0.05
H 0.0202 -4.3118 -3.2905  0.13
C 0.6405 -3.0893 -1.6074  -0.07
H 1.3732 -3.8274 -1.2469  0.13
C 0.4863 -1.8567 -0.9665  -0.16
H 1.0813 -1.7310 -0.0587  0.06
C 0.9030 1.3052 0.2471  -0.28
C 2.2482 0.5688 0.2470  -0.27
H 2.3708 -0.5299 0.1435  0.12
C 3.3143 1.1461 1.0565  0.00
H 4.2570 0.6286 1.0420  0.13
C 3.1003 2.1725 1.9272  -0.04
H 3.8902 2.5293 2.5824  0.13
C 1.8564 2.8084 1.9770  0.00
H 1.7235 3.6739 2.6366  0.14
C 0.7944 2.3984 1.1528  -0.10
H -0.1646 2.9225 1.2312  0.09
H -0.9829 -0.0982 0.5884  -0.07
Si 2.1147 0.7937 -1.6097  0.78
C 2.9203 2.3908 -1.9941  -0.28
C 4.1893 2.2983 -2.6015  -0.06
H 4.3843 1.4751 -3.2977  0.11
C 5.1482 3.2602 -2.2487  -0.05
H 6.1671 3.1545 -2.6292  0.12
C 4.7894 4.3287 -1.4097  -0.05
H 5.5602 5.0216 -1.0588  0.12
C 3.4491 4.5232 -1.0443  -0.06
H 3.1429 5.4009 -0.4646  0.12
C 2.4833 3.5798 -1.4043  -0.09
H 1.4260 3.7354 -1.2004  0.11
C 2.2856 -0.3353 -3.1326  -0.28
C 3.3318 -1.2643 -3.0861  -0.11
H 3.9842 -1.2805 -2.2116  0.11
C 3.4937 -2.2120 -4.1034  -0.06
H 4.2689 -2.9716 -4.0029  0.12
C 2.6564 -2.1776 -5.2192  -0.05
H 2.7993 -2.8893 -6.0329  0.12
C 1.6650 -1.1911 -5.3253  -0.05
H 1.0144 -1.1545 -6.2088  0.12
C 1.4924 -0.2628 -4.2861  -0.07
H 0.7003 0.4842 -4.3470  0.11
H -0.8857 1.7059 -2.5992  0.00
Cl -2.0943 1.9247 -0.4310  0.31
C -4.3228 2.8671 4.9349  -0.07
C -5.2698 2.0200 4.3385  -0.05
C -4.8694 1.1602 3.3192  -0.02
C -3.5136 1.0950 2.9441  -0.28
C -2.5857 2.0209 3.4913  -0.08
C -2.9828 2.8770 4.5091  -0.08
N -3.1254 0.0458 2.1056  -0.11
N -4.1134 -0.5043 1.4623  0.06
C -3.7591 -1.6329 0.7285  -0.31
C -4.7260 -2.2235 -0.0944  0.01
C -4.4112 -3.4057 -0.7401  -0.03
C -3.1440 -3.9633 -0.5106  -0.05
C -2.2479 -3.3228 0.3321  -0.14
N -2.5171 -2.1389 0.8918  0.00
H -4.6327 3.5303 5.7467  0.11
H -6.3189 2.0115 4.6482  0.12
H -5.5569 0.4977 2.7952  0.11
H -1.5758 2.0484 3.0786  0.08
H -2.2540 3.5427 4.9697  0.11
H -5.6667 -1.6784 -0.1245  0.13
H -5.1373 -3.8677 -1.4048  0.12
H -2.8484 -4.8965 -0.9836  0.12
H -1.2775 -3.7850 0.5326  0.10



DFT (ωB97M-V/def2-TZVPD) results for a cluster of 3 separate species, C15H14O9 in total in a non-equilibrium geometry.

Values from the calculation:
- E_HOMO (eV) = -8.77
- ΔE to the lowest compared entry with this formula, charge and spin (kJ/mol) = 87.39
- frontier orbital gap (eV) = 6.332
- SMILES = O=C1C=C(O)C(=O)C=C1O.O=C1C=C(O)C(=O)C=C1O.CC(C)=O

Each line ends with the Löwdin charge.
Geometry (Å):
C -1.4495 0.4497 3.4702  0.13
C -2.8629 1.0239 3.5247  -0.05
C -3.3882 1.9120 2.4602  -0.54
O -4.4166 2.3079 2.4680  0.22
C -2.4785 2.1327 1.3940  0.10
C -1.0019 1.7674 1.3524  -0.12
C -0.4822 0.9117 2.4899  -0.34
O 0.7146 0.5523 2.4740  0.08
O -0.2058 1.8386 0.2475  0.08
O -3.8624 0.7113 4.4672  0.06
H -1.1569 -0.0535 4.1930  0.02
H -2.9854 2.7702 0.6039  0.14
H -0.5830 2.6155 -0.2001  0.13
H -4.6890 1.2304 4.1922  0.14
C 1.6100 -4.1772 -0.8306  0.12
C 0.3426 -4.5794 0.0039  -0.12
C -0.4561 -3.4946 0.5415  -0.38
O -1.5455 -3.7157 1.0762  0.08
C 0.0784 -2.1179 0.6147  0.09
C 1.3684 -1.7626 -0.0138  -0.15
C 2.0418 -2.8372 -0.8703  -0.38
O 2.9279 -2.4827 -1.6346  0.11
O 1.9708 -0.5690 0.0518  0.09
O -0.2180 -5.7731 -0.0756  0.18
H 1.9428 -4.9231 -1.4506  0.08
H -0.5804 -1.3218 1.1668  0.13
H 1.3957 0.0985 0.4451  0.07
H -0.9253 -5.8847 0.4026  0.03
C 2.6757 1.5730 -2.5547  -0.01
C 1.5682 1.8994 -3.5065  -0.50
O 0.7801 0.9781 -3.9027  0.02
C 1.3580 3.3146 -3.7728  -0.06
H 2.7744 0.6649 -2.7547  -0.03
H 2.4136 1.6131 -1.3932  0.13
H 3.6223 2.2240 -3.0378  0.16
H 0.4342 3.5901 -4.4630  0.13
H 2.0920 3.7394 -4.3855  0.06
H 1.1758 3.7739 -2.7934  0.09



> Look up the ΔE to the lowest compared entry with this formula, charge and spin of the third one.

87.39 kJ/mol